No. 1
ORCA calculation (the ωB97M-V functional and the def2-TZVPD basis) on an isolated molecule of C7H15IO4Si in a non-equilibrium geometry.

Each line ends with the Mulliken charge.
Positions of all 28 atoms, in Å:
I 2.90522 -3.27764 2.36028  -0.09
Si 1.46346 -0.06985 -1.04813  0.37
O -1.76143 0.61780 2.09777  -0.60
O 0.86322 -2.84102 0.34876  -0.32
O 0.72139 1.13606 -0.18792  -0.25
O 0.44616 -1.01490 -1.93438  -0.35
C -0.80583 -0.42446 -2.31951  -0.12
C 1.84841 -2.37137 0.65758  0.12
C -1.94762 -1.22899 -1.68933  -1.04
C 2.54936 -1.19763 0.02145  -0.66
C -0.78911 1.58065 1.71781  0.40
C -1.40004 2.53041 0.72568  -1.26
C 0.49523 0.87320 1.19310  -0.28
H -1.58892 -2.23568 -1.53194  0.26
H -0.88107 0.64009 -2.10616  0.20
H -0.50714 2.16476 2.59700  0.32
H 0.34127 -0.19249 1.37709  0.14
H -0.93019 3.50265 0.73627  0.37
H -1.47021 2.13302 -0.27719  0.14
H -2.18239 -0.80615 -0.71530  0.21
H 1.32361 1.23049 1.80082  0.25
H 3.34663 -1.61239 -0.59133  0.51
H -1.33973 -0.04154 2.66215  0.33
H -0.89240 -0.52475 -3.39904  0.40
H 3.03011 -0.63321 0.81732  0.40
H 2.37849 0.59423 -1.99773  -0.23
H -2.42376 2.70088 1.05276  0.40
H -2.79273 -1.23215 -2.36787  0.40

Force components x, y, z for each atom (eV/Å):
I 0.266 0.046 0.197
Si 0.432 -0.069 -0.863
O -0.193 -0.147 -0.120
O -4.056 -1.951 -1.166
O 0.505 -0.901 0.188
O 0.017 1.022 0.699
C -0.588 -1.061 -0.633
C 3.553 1.876 0.817
C 0.713 0.728 0.076
C -0.345 0.031 0.431
C 0.699 -0.186 -0.064
C -1.008 -0.007 0.229
C -0.918 0.668 0.340
H -0.028 -0.348 -0.088
H 0.169 0.078 0.261
H 0.029 -0.038 0.183
H 0.150 -0.123 -0.015
H 0.430 0.119 -0.195
H 0.236 -0.073 -0.198
H -0.367 -0.059 0.075
H 0.381 -0.053 -0.168
H 0.149 -0.043 -0.147
H -0.130 0.111 -0.026
H 0.228 0.013 -0.200
H 0.193 0.115 -0.015
H -0.019 0.176 0.114
H -0.153 0.053 0.102
H -0.345 0.020 0.189

Summary:
**Gap between HOMO and LUMO**: 10.1 eV
**2S+1**: 1
**LUMO energy**: 0.493 eV
**SMILES string**: CCO[Si@H](CC(=O)I)OC[C@@H](C)O
**M**: 318.18 g mol⁻¹
**E_HOMO**: -9.63 eV

=====

No. 2
ORCA calculation (the ωB97M-V functional and the def2-TZVPD basis) on a structure of composition C28H28MgN4O4.

Each line ends with the Mulliken charge.
Positions of all 65 atoms, in Å:
Mg 0.17391 -0.16597 -0.13283  1.98
O -1.06037 -1.46839 0.79438  -0.62
O 3.89128 1.75815 -2.22417  -0.55
O -1.07570 0.74715 -1.64268  -0.46
O 1.74264 0.40608 -1.16795  0.16
N -0.88716 1.57966 1.14981  0.40
N 0.05371 -1.80147 -1.45787  0.85
N -1.09754 -2.56075 -1.24713  -1.03
N 1.45124 -0.22342 1.70864  -0.05
C 2.32850 -0.09502 -2.22128  0.17
C -5.40170 -3.93926 0.92308  -0.35
C 3.66961 -1.03954 -4.55633  -0.81
C 1.91160 -1.27948 -2.89662  1.05
C 1.56473 -1.36596 2.38422  -0.21
C -0.34060 3.28364 -0.47764  -0.25
C -1.31092 3.83390 1.78980  -0.82
C 2.58747 -1.71982 -4.04244  -0.92
C -0.85161 2.88956 0.87911  0.42
C 4.09300 0.11801 -3.90690  -0.42
C 2.95509 0.79853 3.25495  -1.14
C -1.82518 3.41187 3.00340  -0.47
C -3.40337 -2.76605 1.55738  -0.21
C -1.87212 2.05300 3.27319  -0.93
C -3.69116 -3.50081 -0.71137  -0.34
C 3.07643 -0.39611 3.94967  -0.09
C -4.63721 -3.30544 1.89124  -0.72
C 3.45150 0.57563 -2.77803  0.19
C -1.38963 1.17647 2.31860  -0.51
C 2.36890 -1.49946 3.50522  -0.95
C -2.05941 1.78022 -1.62011  -0.78
C -2.92174 -2.86037 0.25657  0.37
C -1.59807 -2.25582 -0.07961  0.10
C -4.92477 -4.03450 -0.37861  -0.66
C 0.74949 -2.06865 -2.49180  -0.70
C 2.13608 0.83470 2.14246  -0.09
C -1.42980 3.16162 -1.55240  -0.82
C 4.36177 1.66819 -0.88916  -0.57
H 4.93474 0.69211 -4.27495  0.45
H 3.48488 1.68831 3.56442  0.43
H -6.36660 -4.35678 1.18038  0.38
H 3.54815 1.81407 -0.18267  0.01
H -1.25869 4.88550 1.54070  0.50
H -0.99950 3.42861 -2.52143  0.39
H -1.40346 0.10296 2.46341  0.38
H 0.96964 -2.18841 2.00648  0.33
H 0.45172 -2.90321 -3.12937  0.30
H -2.22838 3.88384 -1.35460  0.41
H -5.00229 -3.23050 2.90792  0.39
H -5.52025 -4.52710 -1.13676  0.38
H 0.01757 4.31412 -0.45156  0.62
H -3.30501 -3.56943 -1.71841  0.44
H 2.42951 -2.45085 4.01386  0.43
H 2.01832 1.74664 1.56962  0.40
H 2.23327 -2.62233 -4.52762  0.37
H -2.79506 -2.26525 2.29809  0.36
H 0.51340 2.65422 -0.74260  -0.47
H -2.26975 1.67177 4.20293  0.48
H 4.81952 0.69377 -0.70063  0.29
H -0.51377 0.82523 -2.42595  0.18
H 4.17998 -1.39146 -5.44150  0.38
H 3.71276 -0.46290 4.82218  0.40
H -2.66045 1.57462 -0.73551  0.38
H 5.11325 2.44784 -0.76391  0.35
H -2.70601 1.68271 -2.49567  0.38
H -2.18635 4.13182 3.72632  0.42

Force components x, y, z for each atom (eV/Å):
Mg -0.042 0.130 0.303
O -0.192 0.078 -0.224
O 0.023 0.004 -0.079
O -0.001 -0.008 -0.151
O -0.059 0.053 -0.093
N 0.247 -0.103 -0.043
N -0.138 -0.181 0.058
N 0.270 0.112 -0.090
N -0.008 -0.017 0.010
C -0.022 0.038 0.009
C 0.003 0.005 -0.006
C -0.102 -0.059 0.031
C -0.142 -0.121 0.032
C -0.054 -0.093 -0.023
C 0.073 0.053 0.015
C -0.024 0.014 0.007
C 0.098 0.043 -0.056
C 0.049 0.013 -0.081
C 0.056 0.072 0.025
C 0.021 -0.009 0.024
C 0.001 -0.033 -0.005
C -0.017 0.008 -0.015
C -0.008 0.011 0.008
C 0.015 -0.009 0.006
C -0.001 0.017 -0.022
C 0.005 0.006 0.016
C -0.045 -0.025 0.009
C -0.027 -0.087 -0.003
C -0.003 0.012 -0.003
C 0.064 -0.065 -0.006
C 0.068 -0.075 0.074
C -0.106 -0.030 0.178
C -0.035 -0.018 0.005
C 0.163 0.208 0.005
C 0.023 0.028 -0.050
C -0.085 0.085 -0.001
C 0.016 0.001 -0.008
H 0.001 -0.004 0.001
H 0.010 0.002 0.004
H -0.010 -0.009 0.000
H -0.038 -0.004 0.066
H -0.003 0.005 -0.002
H 0.020 -0.036 0.001
H -0.004 -0.007 0.027
H 0.009 -0.016 0.014
H 0.010 -0.005 0.009
H 0.014 0.005 -0.023
H -0.005 -0.003 0.002
H -0.002 -0.003 -0.005
H -0.017 -0.004 0.003
H 0.003 0.000 -0.012
H 0.000 -0.010 0.004
H -0.006 0.010 -0.015
H 0.000 -0.006 -0.012
H 0.000 0.004 0.011
H -0.024 -0.025 -0.012
H -0.008 0.012 0.007
H 0.021 -0.003 0.003
H -0.045 -0.038 0.052
H 0.005 -0.009 -0.017
H 0.002 -0.001 0.012
H -0.010 0.025 -0.021
H -0.009 0.000 0.010
H -0.002 0.059 0.030
H 0.003 0.004 0.005

Summary:
**Gap between HOMO and LUMO**: 7.3 eV
**2S+1**: 1
**ΔE to the lowest compared entry with this formula, charge and spin**: 1.7 kcal per mole
**LUMO energy**: 0.394 eV
**M**: 508.86 g mol⁻¹
**E_HOMO**: -6.95 eV

=====

Question: Number 1 is which compound?
Answer: C7H15IO4Si

=====

Question: Among the records above, which one has the highest M?
Answer: C28H28MgN4O4

=====

Question: Among the records above, which one has the highest M?
Answer: C28H28MgN4O4